[1]
Below is C17H23AuN5O4S2 as an isolated structure, with properties calculated with ωB97M-V with the def2-TZVPD basis set.

Atoms and positions in Å:
Au1 0.881565 0.336459 -0.318293
C1 -2.550024 4.603766 2.524322
C2 -3.088089 3.243291 2.094930
N1 -2.554591 2.805780 0.818802
C3 -1.380192 2.209423 0.651446
S1 -1.066843 1.623559 -0.964218
N2 -0.553416 2.117754 1.664381
N3 0.536923 1.413754 1.547571
C4 1.511177 1.428573 2.399571
C5 1.534724 2.362888 3.564847
C6 2.584651 0.476780 2.184275
C7 3.502892 0.156324 3.188165
C8 4.481973 -0.785348 2.938837
C9 4.531481 -1.393933 1.692094
C10 3.597412 -1.015663 0.743691
N4 2.662132 -0.112321 0.979414
H1 -3.105472 4.968279 3.383220
H2 -2.656707 5.329676 1.723055
H3 -1.500525 4.530278 2.792866
H4 -4.173184 3.291245 1.996573
H5 -2.829462 2.490913 2.843363
H6 -3.088830 2.977926 -0.020617
H7 0.808789 3.153171 3.397961
H8 2.521740 2.803469 3.688836
H9 1.270404 1.841285 4.483916
H10 3.434544 0.634070 4.149724
H11 5.202333 -1.035021 3.701149
H12 5.273744 -2.138544 1.457053
H13 3.592749 -1.451333 -0.246553
N5 1.364648 -0.746881 -2.301495
C11 0.219021 -1.221402 -3.034058
C12 0.237667 -1.274343 -4.423638
C13 -0.870154 -1.752463 -5.115940
C14 -1.946898 -2.166599 -4.377909
C15 -2.018768 -2.106179 -3.011510
C16 -0.907009 -1.630101 -2.332626
S2 -3.461064 -2.851665 -5.255971
O1 -2.811246 -3.772724 -6.149462
O2 -4.211912 -3.402441 -4.165545
O3 -3.905745 -1.590908 -5.799268
H14 1.944562 -0.162665 -2.901374
H15 1.931294 -1.537978 -2.002528
H16 1.109014 -0.945595 -4.971646
H17 -0.873806 -1.803386 -6.192422
H18 -2.912112 -2.424121 -2.500400
H19 -0.920225 -1.548895 -1.257236
C17 -0.163959 -2.984226 0.962244
O4 -0.120259 -1.573040 1.116940
H20 -1.194578 -3.341136 0.906645
H21 0.355629 -3.481906 1.783368
H22 0.342108 -3.214817 0.027782
H23 -0.568105 -1.333030 1.935666

Force components x, y, z for each atom (eV/Å):
Au 0.138 1.176 0.515
C -0.039 -0.135 -0.076
C 0.006 0.507 0.547
N 0.301 -0.264 -0.602
C 0.224 0.043 0.353
S 1.239 -1.186 -0.451
N -1.089 0.840 1.175
N 0.863 -1.153 -2.281
C -0.441 0.395 0.146
C -0.365 -0.019 -0.105
C 0.722 -0.301 0.242
C -0.426 0.242 -0.392
C 0.058 -0.152 -0.331
C -0.047 0.191 0.154
C 0.288 -0.397 -0.229
N -0.887 -0.085 -0.699
H -0.029 0.009 0.117
H -0.023 0.096 -0.072
H 0.117 0.046 0.009
H 0.090 -0.155 -0.061
H -0.128 -0.008 -0.118
H -0.163 -0.095 0.109
H -0.010 0.008 0.073
H 0.079 -0.065 -0.053
H -0.029 -0.022 0.107
H -0.013 0.099 0.121
H 0.049 -0.069 0.097
H 0.066 -0.054 -0.060
H 0.107 -0.074 0.024
N -0.184 0.726 1.336
C -0.836 -0.192 -0.207
C 0.016 0.258 -0.441
C 1.179 0.425 0.569
C -2.409 -1.269 -1.053
C 1.194 0.443 0.869
C -0.199 -0.113 0.180
S 2.851 1.471 0.971
O -0.473 -0.493 -0.631
O -0.858 -0.456 0.235
O -0.906 0.021 -0.612
H 0.020 0.052 0.083
H 0.059 0.073 0.162
H 0.201 0.081 -0.059
H -0.062 -0.089 -0.110
H -0.128 -0.089 0.009
H -0.018 0.028 0.270
C -0.063 -0.502 0.027
O -0.013 0.374 0.325
H 0.096 -0.028 -0.049
H -0.023 -0.032 -0.043
H -0.046 -0.080 -0.023
H -0.060 -0.022 -0.070

**HOMO level (alpha / beta)**: -9.8 / -9.8 eV
**Charge**: +1
**LUMO energy (alpha / beta)**: -6.94 / -7.04 eV
**HOMO-LUMO gap (alpha / beta)**: 0.1066 / 0.1029 hartree

Calculated atomic charges, method Mulliken, unit e:
1. Au 0.738
2. C -0.960
3. C -0.396
4. N -0.161
5. C 0.600
6. S -0.326
7. N -0.662
8. N 0.248
9. C 1.209
10. C -1.511
11. C 0.326
12. C -0.629
13. C -0.413
14. C -0.818
15. C 0.015
16. N -0.376
17. H 0.360
18. H 0.300
19. H 0.204
20. H 0.403
21. H 0.251
22. H 0.225
23. H 0.250
24. H 0.446
25. H 0.374
26. H 0.410
27. H 0.459
28. H 0.429
29. H 0.374
30. N -0.301
31. C 0.643
32. C -0.840
33. C -0.874
34. C -0.029
35. C -1.098
36. C 0.284
37. S 1.220
38. O -0.632
39. O -0.664
40. O -0.633
41. H 0.333
42. H 0.385
43. H 0.333
44. H 0.437
45. H 0.559
46. H 0.378
47. C -0.728
48. O -0.254
49. H 0.324
50. H 0.318
51. H 0.242
52. H 0.225

[2]
Below is C17H23Cl2N3OTl as an isolated structure, with properties calculated with ωB97M-V with the def2-TZVPD basis set.

Atoms and positions in Å:
C1 -2.526880 1.791321 -2.382517
C2 -1.222550 0.808200 -2.564042
C3 0.226472 1.529276 -2.268932
C4 0.301651 2.403509 -0.890526
N1 1.116797 1.818757 0.227409
C5 1.010986 0.323334 0.360079
C6 2.410365 -0.593198 0.297383
C7 3.909384 0.101316 0.038946
Cl1 5.184285 -1.078209 -0.596332
C8 4.405617 1.014570 1.331874
C9 5.011332 2.419574 0.671243
Cl2 5.810301 0.205532 2.293493
C10 2.400904 -2.227707 0.487408
C11 0.939939 -2.938987 0.725890
C12 -0.511575 -2.110614 0.777622
N2 -1.734283 -2.965813 0.967702
C13 -2.918299 -2.040833 0.968648
C14 -4.411473 -2.778424 1.129791
C15 -5.271710 -2.148963 2.388910
O1 -6.040392 -0.946749 1.948924
C16 -2.932167 -0.418625 0.848535
N3 -1.663385 0.360188 0.669810
C17 -0.427073 -0.492579 0.616706
H1 -2.413418 2.827584 -2.964430
H2 -2.692826 2.095714 -1.240900
H3 -3.555682 1.288916 -2.710161
H4 -1.204240 0.498871 -3.717094
H5 -1.408103 -0.185472 -1.974815
H6 1.079455 0.726405 -2.399547
H7 0.385961 2.302265 -3.165026
H8 -0.754117 2.693917 -0.429933
H9 0.803601 3.448452 -1.174529
H10 2.088225 2.185403 0.287088
H11 3.715100 0.887131 -0.838561
H12 3.493456 1.286802 2.053595
H13 5.720434 2.067271 -0.220214
H14 4.120124 3.000768 0.181321
H15 5.660262 3.043061 1.417711
H16 3.339523 -2.930806 0.491521
H17 0.920089 -4.121387 0.869795
H18 -4.228201 -3.951707 1.253808
H19 -4.959324 -2.671791 0.081345
H20 -4.572057 -1.866010 3.313496
H21 -6.103574 -2.942917 2.702264
H22 -6.107809 -1.007826 0.937930
H23 -3.949973 0.175455 0.859414
Tl1 7.554845 -0.884977 -1.662103

Force components x, y, z for each atom (eV/Å):
C -0.339 0.708 0.623
C -0.747 0.079 -1.108
C -0.808 0.048 -1.227
C -1.319 2.578 -0.613
N 0.135 -6.941 -1.261
C 0.297 1.515 0.473
C 0.775 -4.813 1.158
C -2.555 1.758 -0.048
Cl -3.018 0.718 1.326
C 0.579 1.375 -0.300
C 0.290 -1.337 -0.650
Cl -2.031 0.798 -1.077
C -3.610 3.837 0.083
C -0.257 2.314 -0.200
C 1.675 0.167 -0.247
N 0.105 7.743 -0.766
C 0.222 -0.580 0.083
C 1.289 -0.396 -0.232
C -0.865 -0.391 -0.345
O 1.801 -1.393 -1.599
C 4.098 -1.119 -0.409
N -0.275 -5.712 0.519
C -2.252 -0.561 -0.078
H -0.165 -2.438 1.123
H 0.459 -0.706 -2.306
H 2.498 0.940 0.505
H 0.119 0.615 2.515
H 0.585 1.892 -0.977
H -1.443 1.584 0.661
H -0.352 -1.602 2.095
H 2.044 -0.838 -1.258
H -0.929 -2.303 1.018
H -0.784 -0.553 0.041
H 0.614 -1.876 1.732
H 2.109 -1.022 -1.430
H -1.429 0.894 1.894
H 1.749 -0.746 1.062
H -1.609 -1.170 -1.356
H -1.908 1.799 -0.164
H -0.080 2.675 -0.310
H -0.223 2.709 -0.103
H 0.997 0.011 2.238
H -1.643 -0.606 -2.129
H 2.163 1.501 -0.538
H -0.256 0.038 2.267
H 2.240 -1.286 0.146
Tl 2.051 0.092 -0.832

**HOMO level**: -17.1 eV
**Charge**: +3
**LUMO energy**: -13.61 eV
**HOMO-LUMO gap**: 0.1266 hartree

Calculated atomic charges, method Mulliken, unit e:
1. C -0.963
2. C -0.275
3. C -0.445
4. C -0.612
5. N 0.078
6. C 0.059
7. C 0.419
8. C 0.174
9. Cl -0.213
10. C 0.028
11. C -0.818
12. Cl -0.079
13. C -0.738
14. C -0.244
15. C 0.347
16. N -0.388
17. C 0.527
18. C -0.705
19. C -0.370
20. O -0.478
21. C -0.222
22. N -0.124
23. C 0.090
24. H 0.311
25. H 0.162
26. H 0.329
27. H 0.392
28. H 0.129
29. H 0.202
30. H 0.425
31. H 0.260
32. H 0.406
33. H 0.229
34. H 0.402
35. H 0.339
36. H 0.199
37. H 0.252
38. H 0.383
39. H 0.329
40. H 0.436
41. H 0.306
42. H 0.376
43. H 0.301
44. H 0.296
45. H 0.323
46. H 0.363
47. Tl 0.802

> Among the records above, which one has the lowest charge?

C17H23AuN5O4S2

> What is the charge in the second record?

+3

> What is the formula in the second record?

C17H23Cl2N3OTl

> Look up the charge of the first one.

+1